1.
C20H21F6N5O5S8SbZr | the ωB97M-V functional and the def2-TZVPD basis

Last column: Löwdin charge in e.
Cartesian coordinates (Å):
Zr 0.822 1.334 1.559  1.16
N -0.110 1.216 3.705  -0.14
C -0.546 -0.118 4.129  -0.23
C 0.644 -1.044 3.977  -0.22
N 1.129 -0.979 2.584  -0.06
H 0.653 1.540 4.300  0.07
H -0.833 1.942 3.828  -0.04
H -1.363 -0.431 3.477  0.11
H -0.902 -0.125 5.162  0.12
H 0.384 -2.065 4.266  0.12
H 1.455 -0.705 4.624  0.11
H 0.505 -1.509 1.982  0.06
H 2.051 -1.403 2.525  0.06
S -1.485 4.293 4.303  -0.22
Sb -0.468 4.505 2.277  -0.15
S 1.720 3.481 2.540  0.00
S -1.268 2.685 0.964  -0.01
S -0.241 6.420 1.105  -0.27
N 0.908 5.099 -4.557  0.09
C 1.101 3.772 -4.606  -0.84
S 1.258 2.941 -6.020  0.65
C 1.177 3.120 -3.274  -0.23
C 0.640 1.857 -3.062  -0.01
C 0.633 1.338 -1.784  -0.10
N 1.153 1.991 -0.738  -0.10
C 1.740 3.171 -0.955  -0.13
C 1.759 3.775 -2.195  0.01
H 0.799 5.596 -5.425  0.10
H 0.629 5.549 -3.700  0.11
H 0.199 1.309 -3.883  0.10
H 0.157 0.391 -1.566  0.09
H 2.155 3.667 -0.087  0.06
H 2.228 4.743 -2.300  0.12
C -7.460 -5.013 -3.597  -0.08
C -6.463 -4.128 -2.892  -0.75
O -6.377 -2.944 -3.058  0.04
S -5.405 -5.058 -1.787  1.01
C -4.273 -3.816 -1.223  -0.54
C -4.722 -2.724 -0.489  -0.09
C -3.816 -1.793 -0.013  -0.01
C -2.445 -1.952 -0.245  -0.25
C -2.008 -3.054 -0.983  -0.03
C -2.917 -3.975 -1.476  -0.10
C -1.511 -0.999 0.279  -0.13
C -0.717 -0.188 0.724  -0.23
H -8.271 -4.398 -3.981  0.08
H -7.847 -5.781 -2.928  0.07
H -6.961 -5.509 -4.431  0.08
H -5.780 -2.600 -0.295  0.11
H -4.157 -0.932 0.546  0.12
H -0.949 -3.180 -1.167  0.11
H -2.576 -4.822 -2.057  0.10
F 4.976 2.714 1.035  0.15
C 5.209 1.849 2.008  -0.67
F 5.253 2.484 3.167  0.15
F 6.382 1.256 1.797  0.14
S 3.848 0.558 2.065  0.59
O 2.948 0.965 0.977  -0.48
O 3.257 0.656 3.371  -0.31
N 4.499 -0.833 1.866  -0.29
S 5.042 -1.355 0.457  0.59
O 6.064 -2.323 0.674  -0.26
O 5.212 -0.316 -0.510  -0.26
C 3.594 -2.346 -0.134  -0.67
F 3.821 -2.772 -1.373  0.15
F 2.469 -1.622 -0.137  0.11
F 3.397 -3.405 0.657  0.13

Cartesian forces, eV/Å:
-0.779 0.404 0.171
0.132 -0.009 0.077
-0.010 -0.034 -0.012
-0.002 0.015 0.002
0.019 0.135 -0.068
-0.032 0.020 0.024
-0.041 -0.008 -0.047
-0.008 0.000 0.015
-0.001 0.010 0.001
-0.010 -0.008 -0.004
0.005 -0.012 -0.011
0.036 -0.002 -0.029
0.012 0.018 -0.002
0.026 0.005 -0.007
-0.057 0.049 0.003
-0.010 -0.243 -0.177
0.096 -0.103 0.151
0.002 -0.030 -0.002
-0.056 -0.017 0.056
-0.008 0.044 -0.270
0.016 0.022 0.065
0.016 -0.073 0.196
-0.029 0.049 -0.037
-0.031 0.070 0.019
0.214 -0.158 -0.097
-0.048 0.051 0.098
-0.018 -0.041 -0.071
0.008 -0.002 -0.005
0.019 0.005 -0.004
0.002 -0.004 0.003
0.018 -0.015 -0.003
0.027 -0.005 -0.012
0.003 0.003 0.011
-0.013 0.023 -0.023
0.064 0.015 0.017
-0.034 -0.005 -0.040
0.031 0.002 0.030
-0.094 -0.051 -0.011
0.010 0.049 0.062
0.027 -0.035 -0.050
-0.106 0.041 0.044
0.010 0.001 0.011
0.021 0.011 -0.009
0.123 -0.121 0.003
0.014 0.161 -0.235
-0.005 -0.003 0.007
0.001 -0.011 0.001
0.001 0.005 0.006
0.020 -0.009 -0.010
-0.002 -0.002 0.004
0.001 0.003 -0.008
0.007 -0.002 -0.001
0.011 -0.009 0.009
0.108 -0.012 -0.122
-0.026 0.005 0.018
-0.025 0.026 0.020
0.284 0.070 0.541
-0.129 -0.144 -0.167
0.211 -0.046 -0.072
-0.042 -0.060 0.110
-0.048 -0.074 -0.167
0.039 -0.044 0.038
-0.024 0.077 -0.038
0.022 -0.034 -0.019
0.027 -0.019 0.037
0.017 0.006 -0.008
-0.009 0.045 -0.012

Results
Orbital gap = 6.497 eV
HOMO energy = -5.2 eV
Largest force on an atom = 0.9 eV/Å
Energy above the lowest of the compared OMol25 structures with the same formula, charge and spin = 1.319 eV
Total charge = -1
Spin multiplicity = 1
LUMO level = 0.048 Ha

=====

2.
C5H7N | the ωB97M-V functional and the def2-TZVPD basis

Last column: Löwdin charge in e.
Cartesian coordinates (Å):
C 1.952 0.067 0.147  -0.07
C 0.456 0.010 0.047  -0.31
C -0.466 1.044 0.390  -0.07
C -1.732 0.579 0.138  -0.14
N -1.619 -0.696 -0.347  0.00
C -0.294 -1.049 -0.404  -0.10
H 2.271 0.484 1.108  0.07
H 2.392 -0.931 0.056  0.07
H 2.388 0.694 -0.641  0.07
H -0.215 2.022 0.782  0.10
H -2.699 1.043 0.270  0.11
H -2.388 -1.283 -0.621  0.14
H 0.012 -2.024 -0.758  0.11

Cartesian forces, eV/Å:
0.085 -0.004 0.006
-0.048 -0.068 -0.023
0.002 0.023 0.003
-0.022 0.007 -0.001
-0.048 0.014 0.007
0.086 -0.005 0.002
-0.064 -0.064 -0.130
-0.081 0.144 0.001
-0.083 -0.076 0.110
-0.060 -0.158 -0.055
0.163 -0.058 -0.031
0.119 0.089 0.054
-0.048 0.156 0.059

Results
Orbital gap = 9.218 eV
HOMO energy = -8.1 eV
Largest force on an atom = 0.2 eV/Å
Energy above the lowest of the compared OMol25 structures with the same formula, charge and spin = 0.061 eV
Spin multiplicity = 1
LUMO level = 0.040 Ha
SMILES = Cc1cc[nH]c1

=====

3.
C24H27F3IN2O10STm | the ωB97M-V functional and the def2-TZVPD basis

Last column: Löwdin charge in e.
Cartesian coordinates (Å):
Tm 0.269 0.746 0.185  1.48
C -1.531 -0.139 4.228  0.00
N -2.536 -0.120 3.170  -0.12
C -3.672 -1.014 3.316  -0.03
C -2.255 0.502 2.025  -0.42
O -1.285 1.250 1.889  -0.03
C -3.159 0.293 0.811  -0.08
O -2.270 0.412 -0.276  -0.21
C -2.724 -0.001 -1.538  -0.08
C -1.463 -0.427 -2.290  -0.40
O -0.436 -0.644 -1.652  -0.02
N -1.532 -0.572 -3.617  -0.12
C -2.756 -0.371 -4.371  -0.03
C -0.305 -0.788 -4.376  0.00
H -1.196 -1.166 4.385  0.10
H -0.679 0.457 3.917  0.09
H -1.947 0.256 5.155  0.10
H -3.544 -1.927 2.728  0.10
H -3.754 -1.294 4.363  0.09
H -4.599 -0.522 3.023  0.10
H -3.638 -0.688 0.810  0.13
H -3.921 1.080 0.780  0.15
H -3.399 -0.860 -1.450  0.15
H -3.230 0.819 -2.055  0.14
H -2.952 0.689 -4.553  0.10
H -2.654 -0.877 -5.327  0.09
H -3.610 -0.805 -3.850  0.09
H 0.540 -0.709 -3.700  0.09
H -0.305 -1.777 -4.838  0.10
H -0.219 -0.024 -5.150  0.10
C 4.297 1.055 -1.636  0.01
C 3.163 1.392 -0.701  -0.32
O 2.015 1.078 -1.067  -0.08
C 3.451 2.073 0.541  -0.09
C 4.597 2.889 0.628  -0.04
C 4.845 3.675 1.721  -0.10
C 3.936 3.663 2.790  -0.08
C 2.840 2.843 2.766  0.00
C 2.567 1.982 1.670  -0.34
O 1.604 1.129 1.754  -0.16
H 3.956 0.279 -2.317  0.09
H 5.171 0.715 -1.085  0.09
H 4.572 1.932 -2.225  0.10
H 5.274 2.936 -0.215  0.11
H 5.721 4.309 1.756  0.10
H 4.107 4.310 3.642  0.10
H 2.135 2.819 3.588  0.12
F -2.333 4.246 -1.983  0.13
C -1.630 4.107 -0.851  -0.63
F -1.521 5.308 -0.297  0.15
F -2.345 3.321 -0.016  0.11
S 0.001 3.253 -1.164  0.53
O 0.770 4.112 -1.999  -0.22
O -0.487 2.013 -1.761  -0.32
O 0.465 3.038 0.198  -0.32
I 0.676 -8.198 -0.249  0.83
C 0.612 -6.120 0.081  -0.72
C -0.491 -5.567 0.710  -0.15
C -0.538 -4.194 0.901  -0.02
C 0.506 -3.387 0.470  -0.12
C 1.611 -3.965 -0.148  0.00
C 1.671 -5.335 -0.346  -0.14
C 0.449 -1.892 0.626  -0.60
O 1.437 -1.224 0.240  -0.06
O -0.590 -1.355 1.099  -0.05
H -1.306 -6.195 1.044  0.09
H -1.388 -3.732 1.387  0.11
H 2.413 -3.314 -0.468  0.12
H 2.530 -5.780 -0.827  0.09

Cartesian forces, eV/Å:
-1.676 -1.694 0.274
0.020 -0.005 -0.050
0.048 0.014 0.047
-0.017 -0.005 -0.132
-0.211 0.036 0.021
0.000 0.086 0.093
0.273 -0.005 0.015
-0.192 0.097 -0.078
0.255 0.092 0.058
-0.027 -0.226 -0.010
-0.033 0.032 -0.327
0.058 0.033 -0.023
-0.051 0.068 0.116
-0.005 -0.014 0.078
-0.034 0.004 0.010
-0.013 0.038 0.014
-0.005 0.004 -0.008
0.023 -0.006 0.032
-0.025 0.035 0.027
-0.005 -0.036 0.012
0.024 -0.019 -0.004
-0.063 -0.021 0.043
-0.046 0.000 -0.047
-0.060 -0.031 0.009
0.030 -0.009 -0.032
-0.039 -0.017 -0.011
0.004 0.002 -0.043
0.013 0.003 0.007
-0.036 0.016 -0.015
-0.029 -0.012 -0.006
-0.146 -0.001 -0.050
0.280 -0.020 -0.177
1.189 0.124 -0.262
-0.294 -0.009 0.371
-0.018 0.001 -0.097
0.098 0.084 0.067
0.027 -0.049 -0.128
-0.127 -0.123 0.035
0.664 0.177 0.135
0.482 0.364 0.404
0.001 0.017 -0.007
0.025 0.031 -0.022
0.004 0.014 0.013
-0.002 -0.029 0.012
-0.019 0.009 -0.032
-0.015 -0.024 0.027
0.033 -0.022 0.012
0.105 -0.123 -0.006
-0.014 -0.256 -0.006
0.231 -0.006 0.078
0.010 0.270 -0.194
-1.252 1.926 -0.769
0.078 -0.020 0.030
0.181 -0.145 0.108
0.109 0.234 0.143
-0.008 0.236 0.056
0.031 -0.332 -0.060
-0.061 0.018 0.020
0.004 0.071 0.022
0.018 0.006 -0.010
-0.056 0.080 0.060
0.013 0.057 -0.005
0.136 -0.643 0.137
0.037 -0.287 -0.021
0.063 -0.017 0.096
0.009 -0.010 -0.007
-0.001 -0.008 -0.015
0.022 -0.032 -0.023
-0.017 -0.020 -0.003

Results
Orbital gap (alpha / beta) = 7.641 / 7.649 eV
HOMO energy (alpha / beta) = -7.6 / -7.6 eV
Largest force on an atom = 2.4 eV/Å
Energy above the lowest of the compared OMol25 structures with the same formula, charge and spin = 0.281 eV
Spin multiplicity = 3
LUMO level (alpha / beta) = 0.003 / 0.003 Ha

=====

4.
C4H10N2O4 | the ωB97M-V functional and the def2-TZVPD basis

Last column: Löwdin charge in e.
Cartesian coordinates (Å):
C -0.483 -1.933 0.418  -0.12
C -0.300 -0.145 -1.469  -0.54
N -1.290 0.578 -2.074  0.17
O -0.962 -0.675 -0.026  -0.19
O 0.487 -0.883 -2.038  0.04
H -1.923 1.057 -1.444  0.10
H -1.518 0.299 -3.017  0.12
H -1.030 -2.735 -0.086  0.09
H 0.586 -2.055 0.206  0.08
H -0.647 -2.027 1.495  0.08
C 0.596 0.617 2.079  0.01
N 0.733 1.080 -0.435  -0.01
C -0.101 1.107 0.844  -0.44
O 2.003 0.499 -0.397  -0.01
O -1.004 1.924 0.828  0.07
H 1.931 -0.183 -1.113  0.10
H 0.678 1.945 -0.972  0.17
H 1.029 1.477 2.595  0.10
H -0.156 0.168 2.729  0.09
H 1.372 -0.118 1.877  0.08

Cartesian forces, eV/Å:
0.061 0.016 -0.487
-0.913 -1.881 1.153
0.628 0.386 0.578
0.922 0.559 -1.268
-0.105 0.619 0.587
-0.174 -0.264 -0.489
-0.136 0.215 0.305
0.086 -0.053 0.045
-0.088 -0.029 0.035
-0.032 0.171 -0.099
-0.448 -0.765 -0.036
-0.884 -0.996 0.298
0.839 2.485 -0.615
-0.645 0.530 -0.162
0.743 -1.301 -0.190
-0.138 -0.013 0.175
0.338 0.120 0.406
-0.065 -0.002 -0.187
0.037 0.105 0.040
-0.026 0.098 -0.090

Results
Orbital gap = 10.757 eV
HOMO energy = -9.9 eV
Largest force on an atom = 2.7 eV/Å
Energy above the lowest of the compared OMol25 structures with the same formula, charge and spin = 3.128 eV
Spin multiplicity = 1
LUMO level = 0.030 Ha